Molecular formula: C35H51N3OPS3Sn
Method: DFT, ωB97M-V with the def2-TZVPD basis set

Last column: Löwdin charge in e.
Geometry (Å):
Sn1 0.256 -1.433 1.813  0.91
C1 1.633 -3.800 3.695  -0.07
N1 1.987 -2.397 3.388  -0.22
C2 3.303 -2.297 2.724  -0.15
C3 3.223 -2.690 1.269  -0.16
N2 2.529 -1.676 0.451  -0.21
C4 3.286 -0.424 0.374  -0.07
C5 2.127 -2.214 -0.813  -0.28
C6 2.750 -1.868 -2.007  -0.03
C7 2.334 -2.408 -3.214  -0.06
C8 1.275 -3.304 -3.248  -0.07
C9 0.611 -3.613 -2.073  -0.11
C10 1.032 -3.077 -0.857  -0.58
S1 0.120 -3.517 0.584  0.75
C11 1.951 -1.554 4.565  -0.29
C12 2.344 -2.029 5.809  -0.01
C13 2.217 -1.243 6.944  -0.05
C14 1.663 0.025 6.845  -0.06
C15 1.287 0.514 5.605  -0.10
C16 1.467 -0.256 4.459  -0.57
S2 1.140 0.517 2.905  0.73
H1 2.473 -4.344 4.134  0.10
H2 1.324 -4.310 2.786  0.04
H3 0.798 -3.818 4.388  0.07
H4 4.030 -2.951 3.218  0.14
H5 3.667 -1.278 2.836  0.12
H6 2.693 -3.635 1.173  0.10
H7 4.239 -2.841 0.884  0.14
H8 4.332 -0.598 0.097  0.11
H9 3.261 0.080 1.335  0.04
H10 2.820 0.233 -0.353  0.06
H11 3.596 -1.193 -1.999  0.11
H12 2.851 -2.138 -4.126  0.11
H13 0.959 -3.749 -4.182  0.11
H14 -0.228 -4.299 -2.072  0.11
H15 2.757 -3.026 5.897  0.12
H16 2.537 -1.628 7.902  0.11
H17 1.528 0.633 7.729  0.11
H18 0.873 1.509 5.505  0.11
S3 -2.200 -4.192 4.492  0.71
C17 -1.539 -2.948 3.782  -0.95
N3 -1.032 -1.971 3.319  -0.08
O1 -0.294 -0.212 0.015  -0.46
P1 -0.819 1.077 -0.640  0.91
C18 -1.886 0.534 -2.017  -0.31
C19 -1.271 -0.699 -2.704  -0.19
C20 -2.328 -1.381 -3.581  -0.17
C21 -3.222 -0.363 -4.317  -0.18
C22 -2.512 0.981 -4.447  -0.18
C23 -2.289 1.601 -3.060  -0.18
C24 -1.695 2.069 0.626  -0.34
C25 -2.625 3.172 0.069  -0.17
C26 -4.069 2.716 -0.177  -0.19
C27 -4.650 1.973 1.022  -0.19
C28 -3.782 0.761 1.339  -0.19
C29 -2.381 1.227 1.719  -0.19
C30 0.688 2.062 -1.016  -0.32
C31 1.552 1.438 -2.130  -0.19
C32 1.275 2.010 -3.521  -0.18
C33 1.394 3.534 -3.516  -0.18
C34 0.401 4.146 -2.530  -0.19
C35 0.636 3.599 -1.124  -0.17
H19 -2.776 0.185 -1.480  0.11
H20 -0.906 -1.401 -1.958  0.08
H21 -0.412 -0.397 -3.308  0.11
H22 -2.951 -2.026 -2.957  0.12
H23 -1.818 -2.022 -4.302  0.11
H24 -4.157 -0.211 -3.770  0.12
H25 -3.489 -0.744 -5.303  0.11
H26 -3.106 1.671 -5.047  0.12
H27 -1.559 0.840 -4.966  0.11
H28 -3.210 2.092 -2.749  0.10
H29 -1.529 2.373 -3.132  0.07
H30 -0.835 2.552 1.108  0.11
H31 -2.214 3.577 -0.860  0.09
H32 -2.644 3.987 0.798  0.13
H33 -4.119 2.051 -1.041  0.09
H34 -4.673 3.595 -0.408  0.12
H35 -5.674 1.664 0.807  0.12
H36 -4.678 2.636 1.893  0.12
H37 -3.736 0.102 0.465  0.11
H38 -4.210 0.184 2.160  0.12
H39 -1.759 0.370 1.972  0.03
H40 -2.454 1.844 2.618  0.13
H41 1.182 1.840 -0.059  0.10
H42 1.415 0.355 -2.131  0.08
H43 2.602 1.642 -1.896  0.12
H44 0.277 1.723 -3.858  0.08
H45 1.991 1.583 -4.226  0.12
H46 1.216 3.922 -4.520  0.12
H47 2.411 3.819 -3.227  0.12
H48 -0.619 3.954 -2.863  0.09
H49 0.520 5.231 -2.505  0.12
H50 -0.098 4.011 -0.431  0.09
H51 1.617 3.958 -0.798  0.13

- F_max: 1.4 eV/A
- Frontier orbital gap: 7.96 eV
- Charge: +1
- Lowest unoccupied orbital energy: -3.13 eV
- ΔE to the lowest compared entry with this formula, charge and spin: 0.489 eV
- 2S+1: 1

***

Molecular formula: C35H52AlBF21O17
Method: DFT, ωB97M-V with the def2-TZVPD basis set

Last column: Löwdin charge in e.
Geometry (Å):
C1 1.025 2.700 -0.496  -0.10
C2 -0.130 1.556 -0.583  -0.40
C3 0.586 0.278 -1.196  -0.10
C4 -0.672 1.363 0.894  -0.27
C5 -2.083 0.626 1.009  -0.28
Al1 -3.460 1.157 -0.402  0.34
C6 -3.710 3.180 -0.637  -0.22
C7 -3.960 3.449 -2.168  -0.35
O1 -3.268 4.202 -2.872  -0.07
B1 -5.360 0.293 -0.088  -0.55
O2 -6.366 0.910 0.742  0.00
O3 -5.628 -0.964 -0.773  -0.01
H1 0.658 3.609 -1.074  0.07
H2 2.013 2.306 -0.873  0.06
H3 1.091 3.041 0.587  0.06
H4 -0.883 1.952 -1.322  0.10
H5 1.038 0.608 -2.191  0.07
H6 1.486 -0.002 -0.552  0.07
H7 -0.092 -0.603 -1.374  0.08
H8 0.090 0.692 1.427  0.10
H9 -0.708 2.315 1.507  0.10
H10 -2.521 0.934 2.025  0.04
H11 -2.008 -0.512 1.062  0.05
H12 -2.954 0.518 -1.803  -0.04
H13 -4.664 3.480 -0.083  0.05
H14 -2.859 3.821 -0.262  0.06
H15 -4.864 2.925 -2.622  0.11
H16 -5.952 1.657 1.203  0.06
H17 -5.393 -0.778 -1.703  0.04
C8 3.235 -2.086 5.316  -0.06
C9 2.271 -1.722 4.205  -0.18
O4 2.664 -0.496 3.568  0.04
C10 3.647 -0.593 2.665  -0.37
O5 4.202 -1.617 2.372  0.15
C11 3.927 0.767 2.035  -0.52
F1 4.013 1.749 2.949  0.16
F2 2.958 1.121 1.180  0.16
F3 5.078 0.789 1.346  0.15
H18 3.332 -1.270 6.021  0.06
H19 2.894 -2.972 5.846  0.08
H20 4.235 -2.285 4.923  0.08
H21 1.277 -1.552 4.622  0.13
H22 2.179 -2.525 3.471  0.13
C12 -8.987 -0.166 1.890  -0.06
C13 -10.006 0.952 1.970  -0.19
O6 -11.316 0.484 1.597  0.03
C14 -11.994 -0.180 2.542  -0.39
O7 -11.582 -0.401 3.646  0.16
C15 -13.375 -0.573 2.027  -0.53
F4 -13.329 -1.108 0.795  0.16
F5 -14.199 0.489 1.955  0.15
F6 -13.978 -1.475 2.813  0.16
H23 -8.995 -0.621 0.898  0.09
H24 -7.987 0.211 2.096  0.06
H25 -9.212 -0.960 2.606  0.08
H26 -9.743 1.739 1.261  0.13
H27 -10.029 1.407 2.963  0.12
C16 -0.383 4.678 -5.425  -0.05
C17 1.006 4.881 -4.857  -0.20
O8 1.671 3.619 -4.673  0.03
C18 2.216 3.075 -5.767  -0.38
O9 2.180 3.566 -6.861  0.16
C19 2.921 1.769 -5.416  -0.52
F7 2.175 0.979 -4.630  0.16
F8 4.076 1.987 -4.754  0.15
F9 3.231 1.042 -6.498  0.16
H28 -0.957 3.993 -4.797  0.08
H29 -0.916 5.628 -5.491  0.09
H30 -0.343 4.236 -6.424  0.08
H31 0.935 5.343 -3.871  0.12
H32 1.607 5.546 -5.482  0.12
C20 7.525 2.255 -4.510  -0.06
C21 6.912 2.851 -3.259  -0.20
O10 7.805 2.717 -2.140  0.03
C22 8.796 3.616 -2.069  -0.38
O11 8.973 4.495 -2.864  0.17
C23 9.633 3.386 -0.814  -0.53
F10 9.946 2.090 -0.639  0.16
F11 8.982 3.778 0.295  0.16
F12 10.790 4.059 -0.840  0.16
H33 7.819 1.217 -4.335  0.08
H34 6.816 2.288 -5.339  0.08
H35 8.427 2.795 -4.806  0.08
H36 6.002 2.308 -3.001  0.12
H37 6.632 3.897 -3.406  0.13
C24 6.226 -3.150 -1.252  -0.06
C25 5.067 -2.219 -0.954  -0.20
O12 4.202 -2.099 -2.095  0.03
C26 3.331 -3.102 -2.280  -0.38
O13 3.245 -4.064 -1.570  0.17
C27 2.446 -2.821 -3.490  -0.53
F13 3.150 -2.398 -4.556  0.15
F14 1.543 -1.868 -3.223  0.16
F15 1.763 -3.901 -3.892  0.16
H38 6.762 -2.821 -2.145  0.08
H39 6.922 -3.178 -0.412  0.08
H40 5.878 -4.167 -1.445  0.08
H41 5.445 -1.218 -0.741  0.12
H42 4.504 -2.543 -0.076  0.11
C28 -6.076 -5.786 -5.284  -0.07
C29 -4.744 -5.272 -4.773  -0.21
O14 -4.487 -3.947 -5.259  0.02
C30 -5.109 -2.953 -4.603  -0.37
O15 -5.845 -3.116 -3.670  0.17
C31 -4.713 -1.601 -5.190  -0.53
F16 -4.762 -1.592 -6.536  0.15
F17 -3.461 -1.254 -4.853  0.17
F18 -5.512 -0.610 -4.777  0.16
H43 -6.116 -5.729 -6.374  0.08
H44 -6.232 -6.821 -4.976  0.08
H45 -6.904 -5.185 -4.903  0.08
H46 -3.937 -5.904 -5.149  0.12
H47 -4.692 -5.299 -3.683  0.13
C32 4.098 -3.164 11.859  -0.06
C33 4.530 -2.013 10.973  -0.20
O16 3.792 -2.010 9.742  0.03
C34 2.558 -1.486 9.799  -0.38
O17 2.057 -1.039 10.791  0.17
C35 1.909 -1.503 8.419  -0.51
F19 2.058 -2.690 7.793  0.14
F20 2.440 -0.565 7.605  0.14
F21 0.594 -1.265 8.463  0.18
H48 4.182 -4.112 11.323  0.08
H49 4.713 -3.210 12.759  0.08
H50 3.054 -3.061 12.161  0.08
H51 5.582 -2.129 10.706  0.13
H52 4.431 -1.052 11.483  0.13

- F_max: 2.3 eV/A
- Frontier orbital gap: 6.29 eV
- Charge: -1
- Lowest unoccupied orbital energy: 1.62 eV
- 2S+1: 1

***

Molecular formula: C35H52BrCaN3OP2
Method: DFT, ωB97M-V with the def2-TZVPD basis set

Last column: Löwdin charge in e.
Geometry (Å):
C1 0.150 -4.707 -0.405  -0.01
C2 1.165 -4.173 0.429  -0.23
C3 2.538 -4.286 0.112  0.00
C4 2.834 -4.880 -1.125  -0.12
N1 1.874 -5.364 -1.905  0.07
C5 0.585 -5.281 -1.610  -0.13
C6 0.826 -3.337 1.555  0.06
C7 0.450 -2.538 2.401  0.03
C8 -0.115 -1.630 3.368  -0.23
C9 -0.207 -0.214 3.061  -0.16
C10 -1.282 0.545 3.683  -0.20
C11 -1.834 -0.085 4.828  -0.63
C12 -1.451 -1.315 5.308  -0.10
C13 -0.654 -2.152 4.546  0.02
Ca1 -2.070 -0.056 1.270  1.49
P1 0.380 -0.348 -2.013  0.91
H1 3.318 -3.834 0.744  0.13
H2 -0.918 -4.588 -0.167  0.12
H3 3.868 -4.980 -1.455  0.12
H4 -0.136 -5.703 -2.312  0.12
H5 -0.499 -3.189 4.811  0.14
H6 0.599 0.163 2.390  0.03
H7 -1.775 -1.574 6.330  0.13
H8 -1.765 1.524 3.390  0.12
C14 0.539 1.104 -3.187  -0.44
C15 1.480 1.125 -4.401  -0.14
H9 0.820 1.939 -2.524  0.04
H10 -0.487 1.331 -3.522  0.07
H11 1.422 2.111 -4.894  0.08
H12 2.536 0.965 -4.138  0.07
H13 1.180 0.389 -5.159  0.06
C16 2.116 -1.096 -2.050  -0.41
C17 2.585 -2.028 -3.169  -0.14
H14 2.148 -1.665 -1.107  0.04
H15 2.836 -0.265 -1.927  0.05
H16 3.628 -2.326 -2.971  0.08
H17 2.003 -2.962 -3.225  0.06
H18 2.582 -1.530 -4.148  0.06
C18 -0.637 -1.585 -2.953  -0.45
C19 -0.640 -1.642 -4.484  -0.14
H19 -1.665 -1.358 -2.625  0.05
H20 -0.404 -2.582 -2.544  0.05
H21 -1.379 -2.386 -4.820  0.08
H22 -0.912 -0.688 -4.953  0.07
H23 0.325 -1.980 -4.882  0.06
Br1 -3.036 0.941 5.977  0.77
P2 1.930 1.680 0.857  0.93
C20 3.360 1.953 -0.253  -0.43
C21 4.205 3.206 -0.040  -0.14
H24 2.932 1.978 -1.271  0.05
H25 3.995 1.052 -0.210  0.08
H26 4.941 3.300 -0.852  0.08
H27 3.613 4.129 -0.052  0.07
H28 4.765 3.155 0.902  0.07
C22 1.426 3.348 1.516  -0.43
C23 2.127 3.921 2.745  -0.15
H29 0.357 3.217 1.742  0.04
H30 1.468 4.068 0.685  0.07
H31 1.644 4.862 3.049  0.08
H32 2.087 3.269 3.628  0.07
H33 3.178 4.153 2.534  0.07
C24 2.601 0.838 2.367  -0.45
C25 4.056 1.028 2.732  -0.13
H34 2.420 -0.228 2.180  0.06
H35 1.970 1.094 3.231  0.07
H36 4.322 0.359 3.557  0.08
H37 4.734 0.788 1.913  0.07
H38 4.258 2.045 3.073  0.07
C26 -7.672 -1.050 -1.005  -0.06
C27 -7.902 0.327 -0.382  -0.18
N2 -6.890 1.321 -0.744  -0.05
C28 -7.318 2.590 -1.301  -0.20
C29 -7.403 3.721 -0.274  -0.06
C30 -5.688 1.129 -0.172  -0.37
O1 -5.472 0.054 0.437  -0.01
C31 -4.589 2.178 -0.318  -0.06
C32 -4.377 3.378 -1.043  0.04
C33 -3.053 3.803 -1.267  0.01
C34 -2.001 3.028 -0.760  -0.08
N3 -2.202 1.858 -0.089  -0.04
C35 -3.483 1.650 0.328  -0.21
H39 -7.537 -0.953 -2.092  0.09
H40 -8.576 -1.647 -0.821  0.09
H41 -6.796 -1.532 -0.548  0.07
H42 -8.828 0.778 -0.748  0.12
H43 -7.927 0.222 0.723  0.14
H44 -6.636 2.861 -2.112  0.11
H45 -8.291 2.401 -1.755  0.13
H46 -6.484 3.805 0.326  0.07
H47 -7.583 4.682 -0.783  0.10
H48 -8.242 3.549 0.420  0.09
H49 -5.202 3.986 -1.400  0.11
H50 -2.806 4.683 -1.888  0.14
H51 -0.969 3.372 -0.855  0.12
H52 -3.684 0.958 1.218  0.06

- F_max: 3.2 eV/A
- Frontier orbital gap: 5.96 eV
- Charge: +2
- Lowest unoccupied orbital energy: -6.55 eV
- 2S+1: 1

***

Molecular formula: C35H52F5N5OPRuTe2
Method: DFT, ωB97M-V with the def2-TZVPD basis set

Last column: Löwdin spin population.
Geometry (Å):
Ru1 -0.741 -0.880 1.014  2.37
N1 -0.994 -2.362 2.383  0.01
C1 -0.739 -3.191 3.141  0.03
C2 -0.426 -4.218 4.074  0.00
C3 0.656 -4.020 4.941  0.00
C4 0.974 -5.014 5.847  0.00
C5 0.227 -6.186 5.880  0.01
C6 -0.844 -6.378 5.013  0.00
C7 -1.181 -5.395 4.103  0.00
H1 1.231 -3.105 4.895  0.00
H2 1.799 -4.875 6.531  0.00
H3 0.485 -6.961 6.589  0.00
H4 -1.418 -7.293 5.054  0.00
H5 -2.008 -5.532 3.419  0.00
C8 -5.426 -1.180 2.584  0.00
C9 -3.936 -1.478 2.395  0.00
P1 -3.131 -0.502 1.086  0.04
C10 -3.648 1.223 1.332  0.01
C11 -3.030 2.189 0.313  0.00
C12 -4.006 -1.067 -0.424  0.01
C13 -3.264 -0.863 -1.730  0.00
H6 -5.848 -1.889 3.295  0.00
H7 -5.987 -1.279 1.655  0.00
H8 -5.591 -0.181 2.986  0.00
H9 -3.785 -2.527 2.128  0.00
H10 -3.389 -1.310 3.325  0.00
H11 -3.367 1.503 2.349  0.00
H12 -4.737 1.237 1.274  0.00
H13 -1.977 1.966 0.131  0.00
H14 -3.110 3.212 0.677  0.00
H15 -3.556 2.147 -0.641  0.00
H16 -4.959 -0.537 -0.491  0.00
H17 -4.220 -2.128 -0.269  0.00
H18 -3.134 0.190 -1.958  0.00
H19 -3.804 -1.326 -2.554  0.00
H20 -1.889 -2.364 -1.837  0.00
C14 4.142 -2.900 0.133  0.00
C15 2.933 -3.237 -0.759  0.00
C16 3.206 -2.851 -2.216  0.00
C17 2.573 -4.729 -0.649  0.00
C18 1.796 -2.480 -0.200  0.03
N2 0.969 -1.948 0.393  0.04
H21 4.984 -3.515 -0.186  0.00
H22 3.938 -3.113 1.182  0.00
H23 4.424 -1.851 0.037  0.00
H24 3.918 -3.563 -2.631  0.00
H25 3.644 -1.854 -2.288  0.00
H26 2.301 -2.898 -2.818  0.00
H27 3.441 -5.312 -0.955  0.00
H28 1.738 -4.979 -1.304  0.00
H29 2.317 -5.002 0.375  0.00
C19 1.312 2.187 1.269  0.00
N3 0.177 2.596 2.087  0.02
C20 -0.268 3.966 1.851  0.00
C21 -0.432 1.758 2.941  0.03
N4 -0.414 0.433 2.704  0.21
N5 -1.039 2.256 4.035  0.03
C22 -1.982 1.473 4.825  0.00
C23 -0.593 3.484 4.704  0.00
H30 2.177 2.801 1.529  0.00
H31 1.082 2.333 0.214  0.00
H32 1.548 1.143 1.437  0.00
H33 -0.388 4.103 0.775  0.00
H34 0.462 4.695 2.203  0.00
H35 -1.225 4.152 2.327  0.00
H36 -0.650 -0.087 3.540  0.00
H37 -2.435 0.684 4.231  0.00
H38 -2.775 2.131 5.180  0.00
H39 -1.494 1.029 5.697  0.00
H40 0.377 3.793 4.330  0.00
H41 -0.497 3.274 5.769  0.00
H42 -1.311 4.295 4.582  0.00
Te1 1.819 2.121 -3.336  0.57
C24 3.753 2.460 -3.926  0.07
C25 4.711 2.115 -2.960  0.05
C26 6.046 2.373 -3.206  0.00
C27 6.426 2.949 -4.413  0.07
C28 5.472 3.290 -5.368  0.00
C29 4.131 3.049 -5.136  0.04
C30 0.636 3.085 -4.726  0.05
C31 0.839 2.969 -6.101  0.02
C32 -0.063 3.574 -6.958  0.00
C33 -1.157 4.265 -6.451  0.03
C34 -1.361 4.359 -5.081  0.00
C35 -0.465 3.766 -4.207  0.03
H43 4.410 1.675 -2.016  0.00
H44 6.791 2.125 -2.463  0.00
H45 7.472 3.139 -4.611  0.00
H46 5.778 3.749 -6.299  0.00
H47 3.402 3.340 -5.875  0.00
H48 1.644 2.372 -6.505  0.00
H49 0.078 3.492 -8.028  0.00
H50 -1.868 4.714 -7.131  0.00
H51 -2.222 4.886 -4.694  0.00
H52 -0.629 3.827 -3.137  0.00
F1 -1.457 -1.611 -4.271  0.00
Te2 -0.219 -0.776 -3.187  0.02
F2 0.518 -0.198 -4.841  0.04
F3 -1.400 0.712 -3.288  0.00
F4 0.003 -2.685 -2.607  0.01
F5 -0.342 0.385 -0.384  0.09
O1 -1.925 -1.411 -1.648  0.04

- F_max: 0.7 eV/A
- Frontier orbital gap (spin up / spin down): 8.14 / 6.24 eV
- Charge: +3
- Lowest unoccupied orbital energy (spin up / spin down): -7.27 / -9.68 eV
- <S²>: 6.028
- ΔE to the lowest compared entry with this formula, charge and spin: 0.154 eV
- 2S+1: 5